Density functional theory data (ωB97M-V/def2-TZVPD) for a molecular structure, C20H32Cl2N3NdO3.

Computed properties:
<S²>: 3.75
energy relative to the best compared isomer or geometry (same formula, charge and spin): 32.9 kcal/mol
lowest unoccupied orbital energy (alpha / beta): 0.31 / 0.24 eV
HOMO-LUMO gap (alpha / beta): 7.624 / 7.555 eV
electronic energy: -2653.20704 Ha

The geometry in ORCA input format:
```
! wB97M-V def2-TZVPD RIJCOSX def2/J DEFGRID3
* xyz 0 4
O 1.8745 -0.2774 -1.7601
C 2.4600 -1.4284 -1.4560
C 2.1667 -2.5143 -2.5116
C 0.8835 -2.7173 -3.0160
H 0.0413 -2.1761 -2.5714
C 0.6870 -3.6466 -4.0381
H -0.3153 -3.7795 -4.4382
C 1.7657 -4.4021 -4.5092
H 1.6105 -5.1282 -5.3031
C 3.0389 -4.2194 -3.9682
H 3.8809 -4.8209 -4.2997
C 3.2434 -3.2514 -2.9891
H 4.2271 -3.0748 -2.5464
H 3.5706 -1.2818 -1.4558
C 3.0536 -1.1846 1.1109
C 2.1356 -1.8541 0.1119
H 3.7278 -1.9459 1.5472
H 2.4976 -0.7047 1.9415
H 3.6785 -0.4163 0.6271
C 1.5201 -3.0394 0.3406
C 1.7704 -3.9126 1.5320
H 0.9653 -3.5355 -0.4588
H 2.3780 -4.7943 1.2523
H 0.8101 -4.2773 1.9135
H 2.2789 -3.3968 2.3607
Nd 0.0416 -0.3550 0.5575
Cl -1.7443 -1.5060 -0.9989
Cl -0.2488 -1.5046 2.9058
H -0.3142 1.0159 -5.5374
H -2.5242 1.5835 -4.3699
C -0.1220 0.3883 -4.6557
C -2.1971 1.0569 -3.4641
N -0.7453 0.9671 -3.4743
H 0.9556 0.3154 -4.4799
C 0.0041 1.3780 -2.4462
O -0.3822 1.4690 -1.2569
H -2.5219 1.5912 -2.5683
H 1.0386 1.6307 -2.7339
H -0.5323 -0.6130 -4.8475
H -2.6270 0.0486 -3.4725
H 2.7243 4.2299 2.7391
H 3.6049 4.9760 0.2630
C 3.1904 3.2793 2.4499
C 3.8700 3.9183 0.1400
N 3.0617 3.0777 1.0108
H 2.7098 2.4518 2.9756
C 2.2018 2.1975 0.5156
O 1.5152 1.4260 1.2452
H 3.6890 3.6107 -0.8948
H 2.1230 2.1615 -0.5834
H 4.2545 3.3326 2.6988
H 4.9326 3.7997 0.3844
C -5.0801 1.5336 3.0344
C -3.6212 1.3368 3.4809
C -2.6855 1.0365 2.4122
N -1.8661 0.7941 1.6224
H -5.1901 2.4259 2.4113
H -5.7196 1.6560 3.9126
H -5.4376 0.6624 2.4753
H -3.2585 2.2465 3.9855
H -3.5747 0.5027 4.1997
*
```

Mulliken population analysis, charges in e, atoms 1 to 6: -0.520, -0.035, -0.132, 0.473, 0.083, -0.940